No. 1
DFT (ωB97M-V with the def2-TZVPD basis set) results for an isolated molecule of C4H9NOS in a non-equilibrium geometry.

## Properties
**SMILES string**: O=CNCCCS
**HOMO-LUMO gap**: 9.661 eV
**HOMO energy**: -8.93 eV
**Energy relative to the best compared isomer or geometry (same formula, charge and spin)**: 1.118 eV
**E**: -685.97787 hartree

```
16
Properties=species:S:1:pos:R:3:forces:R:3
S 0.029 -1.638 -1.693 -1.226 0.784 -0.957
O 1.447 2.368 -1.695 0.195 0.188 -0.146
N 0.832 1.155 0.129 1.125 0.595 -0.171
C -0.282 -1.606 0.095 -0.024 -0.449 -0.655
C 0.630 1.705 -1.110 -0.554 -0.930 0.570
C -1.088 -0.375 0.533 1.079 -0.546 2.013
C -0.156 0.717 1.102 -0.795 1.060 -1.012
H -0.324 1.376 -1.536 -0.272 0.323 -0.252
H -1.865 -0.002 -0.128 0.262 -0.052 -0.372
H 0.693 -1.641 0.573 -0.124 0.037 0.354
H 1.167 -2.263 -1.904 0.641 -0.394 0.595
H -0.766 1.581 1.416 -0.028 -0.194 -0.068
H 0.390 0.449 2.005 -0.074 -0.603 -0.164
H -0.859 -2.504 0.324 0.254 0.027 0.133
H 1.748 1.428 0.459 -0.089 -0.077 0.333
H -1.597 -0.751 1.431 -0.368 0.233 -0.200
```
Positions in Å, forces in eV/Å.

***

No. 2
DFT (ωB97M-V with the def2-TZVPD basis set) results for a cluster of 7 separate species, C21H48F2I2N3O8S in total in a non-equilibrium geometry.

## Properties
**Net charge**: +1
**HOMO-LUMO gap**: 8.563 eV
**HOMO energy**: -11.69 eV
**E**: -2788.13780 hartree

```
85
Properties=species:S:1:pos:R:3:forces:R:3
I -0.845 4.194 0.055 0.035 -0.043 0.263
I 0.452 0.539 -3.116 -0.026 -0.122 0.550
S 1.420 -0.284 3.185 2.576 -0.033 -0.295
F -4.633 1.268 0.831 0.135 0.687 0.173
F 0.507 -0.245 4.413 -0.896 -0.002 0.471
O 1.914 -1.596 3.052 -0.740 -0.914 -0.018
O -0.999 -3.050 -1.680 -0.256 0.203 0.047
O 1.496 4.121 4.121 -0.179 0.116 -0.067
O -0.660 -7.711 -1.284 0.005 0.091 0.171
O -4.110 5.077 -2.451 0.231 -0.121 0.229
O 3.227 2.626 -2.729 -0.175 0.109 0.233
O 2.379 0.747 3.331 -0.243 0.961 -0.026
O 2.986 -2.280 -2.450 -0.284 0.129 0.000
N -1.517 -1.364 2.093 0.149 0.185 0.182
N -1.202 0.382 0.425 -0.428 0.024 0.064
N 0.716 1.171 1.036 0.005 -0.179 0.222
C -4.409 5.765 -1.234 -0.277 0.084 -0.260
C -3.498 -0.642 -0.006 -0.408 0.423 0.053
C -1.640 -3.651 -2.814 0.327 -0.136 0.011
C 3.947 2.203 -1.575 0.212 -0.092 -0.246
C -2.416 0.313 -0.428 0.339 -0.377 -0.147
C -0.800 -0.346 1.524 -1.112 -0.384 -0.251
C 3.225 -2.462 -1.058 0.292 -0.241 -0.115
C 1.361 4.286 5.534 0.187 -0.255 -0.036
C 0.392 0.151 1.899 0.580 0.234 0.468
C 2.704 4.210 6.235 0.022 0.026 -0.082
C -0.288 3.461 -3.020 0.424 0.079 -0.285
C -1.484 -5.159 -2.801 -0.073 0.200 0.036
C -5.841 5.526 -0.795 0.030 -0.077 -0.032
C -0.266 1.302 0.173 0.647 0.385 -0.693
C 4.713 -2.513 -0.767 -0.049 0.096 -0.060
C -0.307 2.357 -0.815 -0.381 0.447 -0.113
C -4.472 -0.077 1.013 -0.282 -0.819 -0.262
C 0.971 -7.926 0.515 -0.013 0.078 -0.058
C 5.238 2.977 -1.394 -0.068 0.085 -0.006
C -0.108 2.299 -2.126 -0.067 -0.480 -0.157
C -0.495 -7.890 0.122 0.171 -0.222 -0.157
H -4.077 -0.834 -0.896 -0.087 0.013 -0.470
H -0.994 -8.815 0.429 -0.030 0.050 0.123
H 0.901 5.259 5.692 -0.047 0.019 -0.086
H -3.714 5.388 -0.487 0.058 -0.034 -0.037
H 5.178 -3.344 -1.300 -0.011 -0.052 0.063
H 3.285 2.367 -0.721 -0.070 0.016 -0.049
H 5.197 -1.597 -1.108 -0.023 0.022 0.036
H 1.483 -8.752 0.019 -0.012 -0.061 0.057
H 3.393 -3.021 -2.907 0.038 -0.016 -0.124
H 2.757 -1.620 -0.549 -0.078 0.078 -0.011
H -2.692 -3.371 -2.765 0.018 0.081 0.068
H -1.000 -7.054 0.605 -0.058 0.021 -0.067
H -6.056 6.039 0.143 -0.014 0.022 -0.011
H -4.219 -0.301 2.044 0.183 0.344 0.371
H 3.176 3.240 6.061 -0.037 -0.034 0.064
H -4.220 6.835 -1.370 0.024 0.007 0.121
H 0.684 3.518 5.924 -0.042 0.081 0.087
H -1.985 -5.609 -3.658 0.017 -0.021 -0.018
H 0.553 4.132 -2.893 0.256 0.261 0.096
H 4.151 1.129 -1.653 -0.036 -0.004 0.141
H 5.768 2.655 -0.497 0.017 -0.018 -0.015
H -6.024 4.460 -0.662 0.030 -0.015 0.051
H -1.067 -1.662 2.945 0.006 -0.392 0.107
H -2.790 1.319 -0.530 -0.173 0.373 0.183
H -1.193 4.004 -2.794 -0.376 0.127 0.000
H -2.466 -1.098 2.305 -0.213 -0.133 -0.083
H -3.123 -1.604 0.290 0.257 -0.432 0.123
H 3.789 2.481 -3.495 0.020 0.009 -0.088
H -0.430 -5.439 -2.829 0.010 -0.023 -0.057
H 5.894 2.832 -2.254 0.044 -0.072 0.023
H -5.437 -0.526 0.830 -0.370 -0.256 0.126
H 4.905 -2.635 0.296 0.026 -0.039 0.102
H 1.468 -7.004 0.211 -0.021 0.032 0.038
H 5.033 4.045 -1.316 -0.019 0.009 0.048
H -1.215 -3.227 -3.729 -0.105 0.016 -0.058
H 2.736 -3.383 -0.719 -0.010 0.059 0.121
H -6.541 5.884 -1.552 -0.008 0.083 0.032
H 3.377 4.974 5.847 -0.020 0.051 0.024
H -1.902 -5.581 -1.891 -0.043 -0.032 -0.001
H -0.065 -3.280 -1.720 0.051 -0.007 -0.012
H -4.708 5.405 -3.128 -0.039 0.014 -0.081
H -0.232 -8.450 -1.724 0.000 -0.068 -0.056
H -0.269 3.139 -4.045 -0.184 0.029 -0.436
H 1.894 3.260 3.966 0.137 -0.103 0.049
H 1.086 -8.048 1.593 0.008 -0.024 -0.002
H 2.594 4.352 7.310 0.002 -0.019 0.008
H 1.541 1.746 1.074 0.161 0.128 0.057
H -2.078 0.017 -1.406 0.355 -0.232 -0.359
```
Positions in Å, forces in eV/Å.

***

No. 3
DFT (ωB97M-V with the def2-TZVPD basis set) results for an isolated molecule of C3H7ClOS2 in a non-equilibrium geometry.

## Properties
**SMILES string**: CC(C)(O)SSCl
**HOMO-LUMO gap**: 8.976 eV
**HOMO energy**: -9.09 eV
**Energy relative to the best compared isomer or geometry (same formula, charge and spin)**: 0.000 eV
**E**: -1450.32236 hartree

```
14
Properties=species:S:1:pos:R:3:forces:R:3
Cl 3.452 -1.343 -0.427 -0.122 0.094 0.070
S 1.327 1.132 -0.611 -0.789 -0.051 0.240
S 2.800 0.404 0.492 0.147 -0.046 0.078
O -0.663 1.007 1.338 0.039 0.151 0.244
C -1.374 0.740 -0.893 0.143 0.037 0.383
C -0.325 0.391 0.147 0.841 -0.293 -0.625
C -0.097 -1.100 0.297 -0.065 0.073 0.106
H -0.078 0.708 2.049 -0.031 -0.017 -0.176
H -2.297 0.206 -0.679 -0.063 -0.040 0.082
H 0.724 -1.304 0.988 -0.025 -0.008 -0.039
H -1.574 1.804 -0.851 -0.064 0.229 -0.080
H 0.139 -1.554 -0.661 0.052 -0.036 -0.060
H -1.001 -1.561 0.693 -0.117 -0.010 0.041
H -1.033 0.471 -1.882 0.054 -0.084 -0.263
```
Positions in Å, forces in eV/Å.

***

No. 4
DFT (ωB97M-V with the def2-TZVPD basis set) results for an isolated molecule of C9H12O in a non-equilibrium geometry.

## Properties
**Spin multiplicity**: 3
**HOMO-LUMO gap (alpha / beta)**: 8.516 / 7.977 eV
**HOMO energy (alpha / beta)**: -7.51 / -9.92 eV
**⟨S²⟩**: 2.028
**Energy relative to the best compared isomer or geometry (same formula, charge and spin)**: 0.000 eV
**E**: -425.14024 hartree

```
22
Properties=species:S:1:pos:R:3:forces:R:3
O -0.205 1.688 1.019 1.784 0.442 0.738
C 0.465 -0.377 2.199 0.377 -1.965 1.045
C -3.161 -0.701 1.285 2.721 0.631 -1.180
C -0.899 -0.075 0.078 -1.741 -0.816 0.669
C 0.297 0.610 -2.013 -0.229 -1.454 0.107
C -2.072 -0.427 0.799 0.889 0.186 -0.856
C 1.689 0.251 -0.003 -0.367 -0.877 1.692
C 1.496 -0.250 -1.435 -2.994 3.543 1.002
C 0.363 0.439 0.916 -1.838 -0.300 -1.839
C -1.069 0.235 -1.378 1.667 -3.221 -0.573
H 1.177 -1.224 -1.608 -0.460 -2.146 0.626
H 1.347 -0.126 2.795 0.036 0.396 -0.168
H 0.273 0.382 -3.081 -0.209 0.732 -0.048
H -3.817 -0.977 2.004 -2.035 -0.633 1.378
H 0.326 1.649 -1.743 0.979 0.695 -0.503
H 0.629 -1.511 2.011 -0.409 1.834 -0.168
H 2.353 1.122 0.137 -0.542 -0.134 -0.542
H -0.394 -0.333 2.904 0.318 0.353 -0.848
H -1.519 -0.706 -1.858 0.634 1.094 0.484
H 2.151 -0.529 0.593 0.540 -0.198 -0.075
H -1.762 0.994 -1.589 -1.064 1.237 0.099
H 2.331 -0.133 -2.031 1.944 0.602 -1.040
```
Positions in Å, forces in eV/Å.

***

No. 5
DFT (ωB97M-V with the def2-TZVPD basis set) results for a structure of composition C22H24CrN4O6 in a non-equilibrium geometry.

## Properties
**Spin multiplicity**: 2
**Net charge**: -1
**HOMO-LUMO gap (alpha / beta)**: 3.788 / 4.081 eV
**HOMO energy (alpha / beta)**: -1.74 / -1.87 eV
**⟨S²⟩**: 0.954
**E**: -2567.67162 hartree

```
57
Properties=species:S:1:pos:R:3:forces:R:3
Cr -0.211 0.465 0.250 0.433 -1.163 -1.414
O 1.489 -2.362 -2.282 0.586 -0.732 0.809
O 1.665 0.834 3.861 -0.517 0.227 -0.770
O -0.994 4.055 5.538 0.101 -0.185 -0.322
O 1.296 0.426 1.677 -0.033 -0.186 0.015
O 0.583 2.503 5.506 0.255 -0.379 -0.250
O 0.005 -1.034 -1.134 -0.991 -0.164 1.028
N -1.933 0.760 -0.841 0.304 -0.630 0.836
N -1.620 2.875 1.519 0.371 -0.234 0.769
N -0.463 0.485 -3.359 -0.616 0.659 0.734
N -0.702 1.883 1.480 -0.366 1.934 1.949
C -0.459 -3.667 -0.213 0.119 0.172 0.006
C 1.071 -0.830 -4.674 0.125 0.067 -1.094
C 0.820 -0.059 -5.761 0.545 -0.776 0.565
C 0.974 -3.131 1.781 -0.119 0.243 -0.179
C -1.634 3.498 2.721 0.276 -0.522 -0.475
C 0.545 -1.391 0.086 0.395 -0.755 -0.293
C -2.722 1.821 -1.098 -0.306 0.712 -0.083
C -0.703 1.258 -4.443 0.116 0.247 -0.623
C 0.432 -0.600 -3.433 0.311 -1.081 2.407
C -0.124 1.873 2.699 -1.175 1.120 -0.565
C 0.718 -1.399 -2.316 0.482 1.103 -3.349
C -0.076 -2.588 0.808 -0.367 -0.019 0.166
C -1.308 -2.153 1.611 0.229 -0.060 -0.192
C -0.695 2.883 3.522 0.317 -0.701 -0.453
C -2.148 3.095 -1.333 0.071 -0.410 -0.089
C -0.380 3.198 4.934 -0.145 0.349 0.545
C -4.134 1.745 -1.135 0.158 -0.127 0.061
C -4.320 4.100 -1.591 -0.031 0.222 0.001
C -2.938 4.204 -1.560 -0.248 0.252 -0.055
C -0.099 1.040 -5.636 -0.625 0.566 0.131
C 1.033 0.977 2.789 0.918 -0.491 0.771
C -4.904 2.858 -1.378 -0.037 0.012 -0.041
H -1.748 -3.004 2.132 -0.089 -0.006 0.047
H -1.066 3.176 -1.345 0.030 0.012 -0.026
H -2.068 -1.723 0.959 -0.163 0.039 -0.089
H 1.340 -2.318 2.402 0.148 0.071 0.185
H -1.400 2.069 -4.292 -0.097 0.087 0.007
H 0.396 -3.892 -0.847 -0.011 0.016 -0.089
H 1.039 1.804 4.897 -0.298 0.423 0.186
H 1.633 -1.513 0.013 -0.245 0.342 0.041
H -2.284 4.328 2.918 -0.112 0.106 0.063
H -5.981 2.761 -1.394 -0.067 -0.004 -0.007
H 1.764 -1.655 -4.700 0.103 -0.120 -0.065
H -1.020 -1.408 2.352 -0.035 0.097 0.197
H -4.614 0.793 -0.945 0.038 -0.082 -0.026
H -0.305 1.665 -6.489 -0.160 0.187 0.026
H 0.554 -3.902 2.424 -0.088 -0.106 0.046
H 1.811 -3.553 1.232 0.143 -0.049 -0.060
H -4.938 4.964 -1.778 -0.016 0.116 -0.006
H 1.315 -0.244 -6.700 0.115 -0.066 -0.131
H -1.266 -3.313 -0.854 -0.033 -0.013 -0.091
H -0.785 -4.581 0.281 -0.093 -0.073 0.210
H -2.510 -0.078 -0.772 0.349 -0.045 -0.226
H -0.916 0.675 -2.460 0.043 -0.134 -0.693
H -2.111 3.134 0.664 -0.059 -0.115 0.049
H -2.471 5.169 -1.704 0.060 0.045 -0.092
```
Positions in Å, forces in eV/Å.